[1]
Here is the molecule C23H26N2O3 from the OMol25 dataset. Energies are from ωB97M-V/def2-TZVPD.

XYZ file:
```
54
Properties=species:S:1:pos:R:3
C -0.729 -2.083 -1.318
C -2.046 -2.721 -0.904
O -2.553 -2.006 0.201
C -3.843 -2.400 0.618
C -4.300 -1.502 1.768
C -4.554 -0.063 1.316
N -3.332 0.539 0.839
C -2.848 1.717 1.285
O -3.458 2.483 2.000
C -1.437 1.947 0.815
C -0.474 2.144 1.738
C 0.928 2.229 1.396
O 1.818 2.383 2.214
N 1.231 2.098 0.041
C 2.658 2.096 -0.249
C 3.249 0.714 -0.092
C 2.714 -0.376 -0.769
C 3.262 -1.634 -0.596
C 4.341 -1.817 0.251
C 4.882 -0.742 0.941
C 6.046 -0.917 1.869
C 4.324 0.518 0.759
C 0.277 1.953 -0.936
C 0.604 1.862 -2.298
C -0.374 1.749 -3.259
C -1.720 1.727 -2.907
C -2.067 1.798 -1.580
C -1.092 1.891 -0.578
H -0.286 -2.645 -2.135
H -0.895 -1.058 -1.641
H -0.042 -2.075 -0.475
H -2.768 -2.687 -1.735
H -1.896 -3.776 -0.628
H -4.547 -2.325 -0.227
H -3.821 -3.451 0.947
H -3.528 -1.506 2.538
H -5.217 -1.915 2.188
H -5.306 -0.054 0.516
H -4.924 0.548 2.144
H -2.717 -0.099 0.350
H -0.711 2.211 2.789
H 2.842 2.496 -1.246
H 3.122 2.762 0.483
H 1.866 -0.251 -1.426
H 2.843 -2.478 -1.125
H 4.760 -2.804 0.382
H 6.275 -1.969 2.015
H 6.929 -0.424 1.462
H 5.829 -0.466 2.835
H 4.728 1.358 1.305
H 1.631 1.882 -2.622
H -0.089 1.684 -4.299
H -2.480 1.657 -3.669
H -3.107 1.798 -1.290
```

Kohn-Sham gap (eV): 8.57
E_tot (a.u.): -1227.31621
SMILES string: CCOCCCNC(=O)c1cc(=O)n(Cc2cccc(C)c2)c2ccccc12
F_max (Eh/bohr): 0.01624
Multiplicity: 1
M (Da): 378.47

Mulliken population analysis, charges in e, atoms 1 to 4: atom 1 (C): -0.60, atom 2 (C): -0.64, atom 3 (O): -0.35, atom 4 (C): -0.60

---

[2]
Here is the molecule C2H3OPS in a non-equilibrium geometry from the OMol25 dataset. Energies are from ωB97M-V/def2-TZVPD.

XYZ file:
```
8
Properties=species:S:1:pos:R:3
C -0.515 0.800 -0.376
C -0.564 0.180 0.779
S 0.780 -0.815 1.321
P 1.571 -0.828 -0.663
O 0.568 0.519 -1.151
H -1.188 1.604 -0.743
H -1.333 0.394 1.610
H 0.683 -1.855 -0.777
```

Kohn-Sham gap (eV): 8.69
E_tot (a.u.): -892.75630
SMILES string: C1=CSPO1
F_max (Eh/bohr): 0.07156
Multiplicity: 1
M (Da): 106.09

Mulliken population analysis, charges in e, atoms 1 to 4: atom 1 (C): 0.01, atom 2 (C): -0.22, atom 3 (S): -0.19, atom 4 (P): 0.14

---

[3]
Here is a structure of composition C8H32BCs2N8O6 in a non-equilibrium geometry from the OMol25 dataset. Energies are from ωB97M-V/def2-TZVPD.

XYZ file:
```
57
Properties=species:S:1:pos:R:3
Cs 0.576 -1.550 -2.748
Cs 0.612 2.663 1.728
B -0.304 -0.405 0.390
H 0.639 -0.978 0.645
H -0.077 0.676 0.150
H -0.848 -0.922 -0.460
H -0.987 -0.407 1.303
C -1.980 1.437 -2.740
O -1.842 0.290 -3.161
N -2.310 2.631 -3.377
N -1.623 1.779 -1.474
H -2.342 2.661 -4.380
H -2.320 3.442 -2.806
H -1.446 1.009 -0.857
H -1.767 2.702 -1.130
C 3.639 0.055 -0.580
O 3.104 0.155 -1.693
N 4.996 0.003 -0.434
N 2.896 -0.231 0.496
H 5.475 0.057 0.442
H 5.437 0.070 -1.337
H 3.409 -0.463 1.328
H 1.911 -0.309 0.314
C -4.607 -0.299 -0.413
O -5.805 -0.059 -0.545
N -3.737 0.331 0.432
N -4.010 -1.195 -1.231
H -2.906 -0.169 0.681
H -4.087 0.954 1.141
H -4.453 -1.355 -2.119
H -3.037 -1.485 -1.182
C -2.304 -3.387 1.761
O -2.742 -4.513 2.000
N -1.497 -3.211 0.650
N -2.426 -2.355 2.596
H -1.039 -2.319 0.469
H -1.079 -4.067 0.331
H -1.948 -1.499 2.418
H -2.867 -2.465 3.491
C 1.851 2.992 -2.023
C 1.862 2.322 -3.389
O 3.085 2.664 -4.056
H 1.919 4.079 -2.008
H 2.416 2.562 -1.194
H 0.835 2.831 -1.638
H 1.135 2.816 -4.045
H 1.569 1.267 -3.348
H 3.067 2.194 -4.897
C 1.966 -1.260 5.052
C 1.823 -1.449 3.529
O 1.004 -0.349 3.113
H 2.236 -0.225 5.255
H 2.855 -1.804 5.383
H 1.092 -1.641 5.572
H 1.334 -2.382 3.250
H 2.860 -1.466 3.177
H 0.788 -0.425 2.172
```

Charge: +1
Kohn-Sham gap (eV): 8.27
E_tot (a.u.): -1278.52119
F_max (Eh/bohr): 0.06084
Multiplicity: 1
M (Da): 613.02

Mulliken population analysis, charges in e, atoms 1 to 4: atom 1 (Cs): 1.17, atom 2 (Cs): 1.08, atom 3 (B): 0.59, atom 4 (H): -0.26

---

[4]
Here is a structure of composition C4H12N4 in a non-equilibrium geometry from the OMol25 dataset. Energies are from ωB97M-V/def2-TZVPD.

XYZ file:
```
20
Properties=species:S:1:pos:R:3
C -2.225 0.541 0.051
C -0.968 -0.303 -0.037
N -0.638 -0.640 -1.533
N -0.955 -1.337 0.778
H -0.386 -1.613 -1.684
H -1.043 -0.090 -2.284
H -0.133 -1.931 0.660
H -2.137 1.444 -0.556
H -3.083 -0.036 -0.291
H -2.394 0.835 1.087
C 1.158 0.786 1.485
N 2.096 -0.715 -0.739
C 0.588 0.837 0.088
N 1.312 0.321 -0.997
H 2.047 -1.220 0.142
H 2.655 -1.019 -1.523
H 0.260 1.835 -0.193
H 0.625 1.501 2.110
H 2.227 1.007 1.518
H 0.991 -0.202 1.920
```

Kohn-Sham gap (alpha / beta) (eV): 7.33 / 7.43
E_tot (a.u.): -378.45935
F_max (Eh/bohr): 0.06793
Multiplicity: 1
M (Da): 116.17

Mulliken population analysis, charges in e, atoms 1 to 4: atom 1 (C): -1.42, atom 2 (C): 0.98, atom 3 (N): -0.56, atom 4 (N): -0.79

---

[5]
Here is a structure of composition C19H12AlClN4O10 in a non-equilibrium geometry from the OMol25 dataset. Energies are from ωB97M-V/def2-TZVPD.

XYZ file:
```
47
Properties=species:S:1:pos:R:3
Al -0.250 -0.366 -0.038
O -3.558 1.751 0.167
C -2.431 1.332 0.204
N -1.787 0.522 -0.687
C -2.107 0.456 -2.004
O -3.133 0.736 -2.572
C -0.847 0.120 -2.761
C -0.841 0.049 -4.147
C 0.367 -0.137 -4.797
C 1.519 -0.247 -4.031
C 1.417 -0.158 -2.653
N 0.262 0.023 -2.032
C -1.426 1.778 1.238
C -1.785 2.647 2.254
C -0.804 3.078 3.132
C 0.492 2.614 2.963
C 0.761 1.730 1.931
N -0.175 1.334 1.078
H -1.779 0.152 -4.670
H 0.420 -0.183 -5.874
H 2.481 -0.383 -4.497
H 2.286 -0.215 -2.014
H -2.820 2.937 2.338
H -1.050 3.755 3.935
H 1.279 2.911 3.637
H 1.746 1.311 1.777
O -0.523 -2.126 -0.874
C 0.178 -3.125 -0.678
C 1.447 -3.149 -0.031
C 2.161 -4.350 0.076
C 3.362 -4.375 0.747
C 3.860 -3.222 1.379
C 3.193 -2.036 1.270
C 1.989 -1.946 0.530
O 1.436 -0.800 0.328
N 4.138 -5.584 0.804
O 3.728 -6.541 0.185
O 5.162 -5.562 1.451
H -0.193 -4.097 -1.041
H 1.779 -5.254 -0.378
H 4.793 -3.294 1.915
H 3.572 -1.143 1.738
O -1.187 -2.398 3.354
Cl -0.846 -1.140 2.856
O -1.651 -0.110 3.354
O -1.067 -1.197 1.382
O 0.520 -0.854 3.048
```

Kohn-Sham gap (eV): 8.47
E_tot (a.u.): -2405.20642
F_max (Eh/bohr): 0.02891
Multiplicity: 1
M (Da): 518.76

Mulliken population analysis, charges in e, atoms 1 to 4: atom 1 (Al): 0.09, atom 2 (O): -0.64, atom 3 (C): -0.08, atom 4 (N): 0.18

---

[6]
Here is a cluster of 2 separate species, C3H5NOS in total in a non-equilibrium geometry from the OMol25 dataset. Energies are from ωB97M-V/def2-TZVPD.

XYZ file:
```
11
Properties=species:S:1:pos:R:3
C -0.114 -1.137 0.069
C 0.891 -0.374 -0.819
C -0.740 0.241 0.362
N 0.135 0.798 -0.523
O -0.254 2.649 1.255
S 0.463 1.408 1.073
H -0.669 -1.854 -0.498
H 0.260 -1.644 1.012
H 1.962 -0.226 -0.355
H 0.861 -0.550 -1.934
H -2.794 0.688 0.358
```

Kohn-Sham gap (alpha / beta) (eV): 8.30 / 8.27
E_tot (a.u.): -645.22274
F_max (Eh/bohr): 0.09273
Multiplicity: 1
M (Da): 103.15

Mulliken population analysis, charges in e, atoms 1 to 4: atom 1 (C): -0.44, atom 2 (C): -0.31, atom 3 (C): -0.07, atom 4 (N): -0.21